No. 1
Below is 3 unconnected molecules or ions with the total composition C26H65IN8O7P3 at a distorted geometry, with properties calculated with the ωB97M-V functional and the def2-TZVPD basis.

- highest occupied orbital energy (hartree) = -0.3222
- max |F| (eV/A) = 7.7
- total charge = +1

Atoms and positions in Å:
C (9.36834, 0.28425, 0.02156)
C (8.90326, -0.18710, -1.44936)
C (7.48120, 0.43564, -1.91442)
N (6.55484, -0.49556, -2.58364)
N (5.93427, -1.47562, -1.81925)
C (6.69060, -2.80139, -2.09012)
C (7.52270, -2.79385, -3.45682)
P (8.29684, -4.50868, -3.82038)
O (9.26913, -4.78609, -2.64886)
O (7.02115, -5.63434, -3.91805)
C (7.36593, -6.88054, -3.21052)
C (6.91568, -6.66631, -1.67502)
O (9.05651, -4.50260, -5.34093)
C (9.73377, -3.23935, -5.61850)
C (10.90487, -2.87028, -4.58728)
C (5.90703, -1.30783, -0.33474)
C (4.97570, -2.33539, 0.47664)
O (3.90047, -1.87819, 0.95115)
I (5.40721, -4.41616, 0.89346)
C (4.56923, -1.72762, -2.45305)
C (3.53322, -0.44593, -1.96318)
C (2.02616, -0.95404, -1.44964)
O (2.32420, -0.22454, -2.83688)
H (9.90620, 1.29544, -0.07311)
H (10.19177, -0.46133, 0.34304)
H (8.54306, 0.27382, 0.80617)
H (8.94950, -1.32358, -1.46289)
H (9.73422, 0.17189, -2.16833)
H (7.01455, 1.10550, -1.09149)
H (7.77928, 1.20716, -2.72668)
H (5.94487, -0.01267, -3.25188)
H (7.45263, -3.00927, -1.24572)
H (5.99177, -3.70763, -2.09248)
H (8.42971, -2.08057, -3.44929)
H (6.81078, -2.47451, -4.29144)
H (6.77055, -7.74350, -3.65498)
H (8.47058, -7.14787, -3.28211)
H (7.37087, -7.44950, -0.97124)
H (5.78010, -6.77083, -1.61679)
H (7.18688, -5.60668, -1.36092)
H (10.24073, -3.37921, -6.64700)
H (8.99350, -2.36715, -5.77760)
H (10.57474, -2.27539, -3.67255)
H (11.76296, -2.26914, -5.07231)
H (11.35150, -3.86405, -4.22160)
H (5.54747, -0.25542, -0.02470)
H (6.95442, -1.39892, 0.14747)
H (4.07414, -2.68751, -2.10536)
H (4.58879, -1.70083, -3.58986)
H (4.02704, 0.48345, -1.39226)
H (1.68997, -2.00357, -1.77728)
H (1.34414, -0.21627, -0.91755)
O (-1.82015, 4.88267, 1.55137)
P (-2.05727, 3.38310, 1.82059)
N (-1.51980, 2.91933, 0.27411)
C (-2.24730, 2.63878, -0.93874)
C (-0.08157, 2.89550, 0.05800)
N (-3.75683, 3.56322, 2.00245)
C (-4.81378, 2.90878, 1.24958)
C (-4.23461, 4.91601, 2.32946)
N (-2.28926, 1.65380, 2.21023)
C (-1.36569, 1.30054, 3.30449)
C (-2.38222, 0.51151, 1.31815)
H (-1.98069, 1.64882, -1.33019)
H (-2.02941, 3.37616, -1.72487)
H (-3.32632, 2.63358, -0.80920)
H (0.35408, 1.99050, 0.50041)
H (0.39764, 3.76434, 0.51907)
H (0.18939, 2.91088, -1.00142)
H (-4.92855, 3.33596, 0.24844)
H (-5.77891, 3.03046, 1.75113)
H (-4.69317, 1.83021, 1.17848)
H (-4.24383, 5.55745, 1.44127)
H (-3.61240, 5.37835, 3.09446)
H (-5.24841, 4.89640, 2.73954)
H (-0.32586, 1.28598, 2.95564)
H (-1.60495, 0.32587, 3.74101)
H (-1.44489, 2.03630, 4.11359)
H (-1.42596, 0.27526, 0.83438)
H (-3.14296, 0.62672, 0.54893)
H (-2.68770, -0.37540, 1.88348)
O (-7.85080, 1.75423, 2.31930)
P (-9.16812, 1.65277, 3.11446)
N (-9.88687, 0.60762, 1.98274)
C (-10.77565, 0.87109, 0.87813)
C (-9.47901, -0.78991, 2.02597)
N (-9.54163, 3.32298, 2.93395)
C (-10.72542, 3.91690, 2.33945)
C (-8.41090, 4.21134, 2.62180)
N (-10.64766, 1.52090, 4.10866)
C (-10.28777, 0.87812, 5.38689)
C (-11.97364, 1.05860, 3.73395)
H (-11.68110, 0.25689, 0.95506)
H (-10.30276, 0.64550, -0.08865)
H (-11.11233, 1.90313, 0.82504)
H (-9.98256, -1.30884, 2.84963)
H (-8.39926, -0.87787, 2.17849)
H (-9.71304, -1.32678, 1.10297)
H (-10.71002, 3.85679, 1.24719)
H (-10.79146, 4.98099, 2.59108)
H (-11.65643, 3.50132, 2.71849)
H (-8.13303, 4.14137, 1.56404)
H (-7.54224, 3.97108, 3.23364)
H (-8.64889, 5.25703, 2.83740)
H (-10.05183, -0.18280, 5.24341)
H (-11.08989, 0.96420, 6.12622)
H (-9.40726, 1.36933, 5.81817)
H (-12.00532, -0.02044, 3.54220)
H (-12.38273, 1.57830, 2.86998)
H (-12.67995, 1.26480, 4.54515)


No. 2
Below is 4 unconnected molecules or ions with the total composition C26H65N4O10P2 at a distorted geometry, with properties calculated with the ωB97M-V functional and the def2-TZVPD basis.

- highest occupied orbital energy (hartree) = -0.3649
- max |F| (eV/A) = 8.2
- total charge = +1

Atoms and positions in Å:
C (1.56714, 1.28458, 4.89503)
C (1.03079, 0.40610, 3.62244)
O (1.08929, -0.94764, 3.76118)
N (0.43055, 0.92037, 2.33821)
C (0.63292, -0.15011, 1.27964)
C (0.99932, 2.24570, 1.89265)
C (-0.25032, 3.31859, 1.86140)
C (-0.60236, 4.00947, 3.30314)
C (-1.98910, 3.49916, 4.00865)
P (-3.50918, 3.41706, 2.85313)
C (-3.75204, 1.52584, 2.44817)
P (-5.53626, 0.91039, 2.87169)
O (-5.52932, -0.63690, 3.21172)
O (-6.16463, 1.74922, 4.29075)
O (-6.61581, 1.15965, 1.50797)
H (2.53826, 0.72557, 5.30580)
H (0.75990, 1.28661, 5.75148)
H (1.90348, 2.37762, 4.64585)
H (-0.04635, -1.09595, 1.41089)
H (0.43202, 0.23880, 0.16961)
H (1.76574, -0.52627, 1.27648)
H (1.94510, 2.61098, 2.47551)
H (1.34658, 2.12756, 0.75672)
H (-1.14255, 2.78457, 1.32576)
H (0.09622, 4.20246, 1.14184)
H (0.29079, 3.73808, 4.04612)
H (-0.60787, 5.20025, 3.24092)
H (-1.82433, 2.46123, 4.57391)
H (-2.23708, 4.28410, 4.87298)
H (-3.21206, 4.08425, 1.60972)
H (-4.74887, 3.85756, 3.43947)
H (-2.97051, 0.86299, 3.05744)
H (-3.55043, 1.33580, 1.30914)
H (-5.77299, 1.29941, 5.09781)
H (-6.38206, 0.46076, 0.82056)
C (-9.57527, 4.47136, -2.09485)
O (-8.64740, 4.04894, -3.08587)
C (-8.18060, 5.11159, -3.92716)
C (-6.71947, 5.46779, -3.60556)
N (-6.60069, 6.12957, -2.30263)
C (-5.22796, 6.20345, -1.78485)
C (-4.45931, 4.87869, -1.58048)
O (-4.95393, 4.06722, -0.51639)
C (-6.09950, 3.29693, -0.84418)
H (-10.04413, 3.58052, -1.66879)
H (-9.07027, 5.00352, -1.28749)
H (-10.35843, 5.10218, -2.52425)
H (-8.83353, 5.99129, -3.88466)
H (-8.21767, 4.72820, -4.95244)
H (-6.32945, 6.13517, -4.38153)
H (-6.14673, 4.54041, -3.63493)
H (-7.16649, 5.62483, -1.62174)
H (-5.28859, 6.70911, -0.81533)
H (-4.64635, 6.85416, -2.44436)
H (-3.43634, 5.14940, -1.29176)
H (-4.36027, 4.29737, -2.50086)
H (-6.08432, 2.94318, -1.87930)
H (-7.00345, 3.87443, -0.64554)
H (-6.12936, 2.42414, -0.18586)
C (9.08511, -2.82964, 0.62523)
O (8.03736, -2.58566, -0.30439)
C (6.95199, -3.51683, -0.20539)
C (5.71086, -2.85270, 0.41406)
N (5.90713, -2.56760, 1.83880)
C (4.91301, -1.65227, 2.41486)
C (4.77478, -0.24662, 1.78826)
O (5.88921, 0.61415, 2.01744)
C (6.99488, 0.39106, 1.15670)
H (9.95056, -2.23387, 0.32355)
H (8.79700, -2.51800, 1.63019)
H (9.37623, -3.88361, 0.63107)
H (7.23650, -4.42962, 0.33112)
H (6.70378, -3.80686, -1.23195)
H (4.84802, -3.51744, 0.29883)
H (5.51598, -1.94100, -0.15140)
H (6.82885, -2.15319, 1.96996)
H (5.18224, -1.52477, 3.46871)
H (3.93790, -2.14770, 2.39595)
H (3.92399, 0.23685, 2.28378)
H (4.51721, -0.27710, 0.72638)
H (6.68820, 0.10205, 0.14711)
H (7.65631, -0.36023, 1.59046)
H (7.57071, 1.31813, 1.08600)
C (-0.05389, -6.56424, -1.80009)
O (0.79559, -7.30089, -2.67027)
C (0.72621, -6.87611, -4.03762)
C (2.00363, -6.12361, -4.44643)
N (2.08746, -4.81205, -3.79645)
C (3.41196, -4.18166, -3.87530)
C (4.61493, -4.94853, -3.28169)
O (4.60619, -5.05035, -1.85868)
C (3.76343, -6.06939, -1.34444)
H (-0.11111, -7.10050, -0.84925)
H (0.35446, -5.57226, -1.60187)
H (-1.06436, -6.47640, -2.20861)
H (-0.17647, -6.28914, -4.24408)
H (0.66465, -7.78972, -4.63852)
H (2.01084, -5.98447, -5.53282)
H (2.85079, -6.75570, -4.17867)
H (1.84634, -4.91423, -2.81160)
H (3.33198, -3.22428, -3.34959)
H (3.62032, -3.94952, -4.92380)
H (5.51183, -4.36741, -3.52865)
H (4.76441, -5.92861, -3.74207)
H (3.73834, -6.95548, -1.98559)
H (2.75813, -5.67531, -1.18900)
H (4.14217, -6.36899, -0.36320)


No. 3
Below is a molecular structure, C26H65N5O13 at a distorted geometry, with properties calculated with the ωB97M-V functional and the def2-TZVPD basis.

- highest occupied orbital energy (hartree) = 0.0248
- max |F| (eV/A) = 12.1
- total charge = -2

Atoms and positions in Å:
O (13.11813, -24.84801, -6.77518)
C (14.47590, -24.81695, -6.96765)
O (14.97278, -25.67558, -7.65503)
O (15.10371, -23.94336, -6.36474)
H (12.92543, -24.08624, -6.22368)
O (11.42264, -22.24400, -5.11343)
C (12.67369, -22.40985, -4.92157)
O (13.23096, -23.35693, -5.52227)
O (13.31693, -21.84908, -3.99098)
H (11.23372, -22.89360, -5.79455)
C (7.43017, -25.34909, -6.89267)
O (8.07403, -24.05625, -6.62715)
C (9.12822, -24.05476, -5.58126)
C (10.40427, -24.65251, -6.14560)
N (11.33758, -23.65190, -6.65706)
C (10.92709, -22.97839, -7.87256)
C (11.76370, -21.71378, -8.19517)
O (12.95988, -21.86386, -8.99285)
C (12.96943, -22.35279, -10.32139)
H (6.42141, -25.16870, -7.26409)
H (7.18761, -25.80573, -5.93312)
H (8.04514, -26.04614, -7.46191)
H (8.60208, -24.48854, -4.73089)
H (9.30613, -23.04613, -5.20828)
H (10.31846, -25.46815, -6.86355)
H (10.97700, -25.05182, -5.30856)
H (12.27569, -23.98446, -6.82874)
H (9.96026, -22.55565, -7.59939)
H (10.81468, -23.70674, -8.67566)
H (12.13244, -21.11923, -7.35932)
H (11.15255, -21.14912, -8.89927)
H (13.95413, -22.23185, -10.77288)
H (12.26171, -21.91806, -11.02725)
H (12.82011, -23.43250, -10.31560)
C (14.96087, -25.80613, -4.26004)
O (14.87456, -24.48009, -3.78988)
C (15.03343, -24.21241, -2.41629)
C (14.64209, -22.77258, -2.14755)
N (15.54296, -21.74761, -2.72983)
C (14.95082, -20.42929, -2.36390)
C (15.44100, -19.17481, -3.12225)
O (15.35367, -19.44789, -4.54563)
C (15.89264, -18.29146, -5.26611)
H (14.68944, -25.78178, -5.31543)
H (14.16249, -26.43566, -3.86714)
H (15.85377, -26.38905, -4.03414)
H (16.07844, -24.37151, -2.15030)
H (14.48236, -24.89396, -1.76828)
H (14.58430, -22.66087, -1.06483)
H (13.66318, -22.48992, -2.53475)
H (16.46372, -21.75147, -2.31476)
H (14.89344, -20.37445, -1.27679)
H (13.88448, -20.48902, -2.58175)
H (16.43543, -18.96218, -2.72984)
H (14.90486, -18.27869, -2.80981)
H (16.93470, -18.07595, -5.02997)
H (15.35147, -17.41139, -4.91867)
H (15.78000, -18.28367, -6.35025)
C (9.80652, -20.44288, -5.76303)
C (10.70026, -19.56359, -4.98474)
C (10.04373, -18.25597, -4.40477)
O (9.39318, -17.45561, -5.36742)
C (8.50879, -16.54774, -4.73868)
N (11.40424, -20.34488, -3.90782)
H (9.40771, -19.98104, -6.66622)
H (8.95395, -20.80645, -5.18942)
H (10.34332, -21.33946, -6.07301)
H (11.44854, -19.18002, -5.67832)
H (10.78643, -17.62331, -3.91875)
H (9.35438, -18.54724, -3.61227)
H (8.75448, -16.21616, -3.72982)
H (7.48961, -16.91206, -4.60959)
H (8.39779, -15.61811, -5.29686)
H (10.76262, -20.74094, -3.23583)
H (11.83301, -21.12972, -4.37716)
C (15.21692, -20.77955, -9.23158)
C (15.08940, -21.00365, -7.78777)
C (13.98067, -20.24775, -7.03787)
O (14.02223, -20.45491, -5.60713)
C (13.06044, -19.66244, -4.93263)
N (14.98488, -22.41115, -7.52610)
H (15.42792, -19.73829, -9.47522)
H (14.33914, -21.14842, -9.76220)
H (16.06443, -21.33698, -9.63042)
H (16.02697, -20.73426, -7.30144)
H (13.02847, -20.52088, -7.49265)
H (13.92931, -19.15990, -7.08332)
H (13.16224, -18.59645, -5.13613)
H (13.22918, -19.79291, -3.86371)
H (12.01149, -19.91686, -5.08454)
H (15.54184, -23.07614, -8.04347)
H (14.04201, -22.69854, -7.74636)
C (12.68740, -24.52688, -2.46190)
C (11.46619, -23.46217, -2.41395)
C (10.42602, -23.85503, -1.40798)
O (9.95273, -25.13993, -1.79056)
C (9.05142, -25.63065, -0.85805)
N (12.05176, -22.11845, -2.12521)
H (13.30768, -24.45732, -3.35549)
H (12.31994, -25.54656, -2.34641)
H (13.42181, -24.48514, -1.65754)
H (11.03804, -23.43688, -3.41602)
H (9.63503, -23.11317, -1.51797)
H (10.90131, -23.96689, -0.43347)
H (8.73470, -26.64273, -1.11004)
H (8.26990, -24.87565, -0.77260)
H (9.51537, -25.80272, 0.11316)
H (11.36494, -21.38130, -2.19577)
H (12.71836, -22.03472, -2.87935)


No. 4
Below is 3 unconnected molecules or ions with the total composition C26H66BI2N6O3P3 at a distorted geometry, with properties calculated with the ωB97M-V functional and the def2-TZVPD basis.

- highest occupied orbital energy (hartree) = -0.2982
- max |F| (eV/A) = 9.9
- total charge = 0

Atoms and positions in Å:
C (11.29425, 2.48876, 3.74746)
C (11.56030, 1.14966, 2.83098)
C (10.40051, 0.86301, 1.70738)
C (8.96464, 0.34866, 2.37298)
C (9.06555, -1.17192, 3.01053)
C (7.80977, -1.34440, 4.06561)
C (6.37934, -1.72365, 3.31836)
C (5.21093, -0.58014, 3.65824)
C (3.75438, -1.30951, 3.89987)
C (2.70621, -1.13292, 2.61836)
C (1.19991, -1.48284, 3.25505)
C (0.30063, -0.13881, 3.53955)
C (-0.88416, -0.01406, 2.38429)
C (-2.31558, 0.53593, 2.96359)
B (-2.60351, 2.13551, 2.71374)
I (-4.69633, 2.71464, 2.25859)
P (-1.32570, 3.55849, 2.80431)
O (-2.11030, 4.78956, 3.80470)
I (-1.05975, 4.70013, 0.60671)
H (10.76108, 2.24935, 4.78790)
H (10.69030, 3.31646, 3.17421)
H (12.36229, 2.91946, 4.04670)
H (12.59040, 1.31771, 2.27603)
H (11.72754, 0.24134, 3.58723)
H (10.78396, -0.05088, 1.04285)
H (10.23839, 1.75314, 0.95641)
H (8.55874, 1.09999, 3.20234)
H (8.14718, 0.27650, 1.50672)
H (10.07120, -1.18376, 3.65207)
H (9.06424, -1.98322, 2.15896)
H (8.02219, -2.18805, 4.86270)
H (7.71347, -0.30709, 4.64594)
H (5.99203, -2.75566, 3.71286)
H (6.61765, -1.71971, 2.15756)
H (5.19377, 0.20540, 2.77737)
H (5.53925, -0.09820, 4.69604)
H (3.86004, -2.45891, 4.14365)
H (3.23371, -0.73777, 4.80921)
H (2.75651, -0.05747, 2.14326)
H (2.87817, -1.95465, 1.78328)
H (1.36028, -2.00677, 4.31493)
H (0.66777, -2.29123, 2.58517)
H (-0.18230, -0.21928, 4.60341)
H (1.00138, 0.82716, 3.52848)
H (-0.47331, 0.56876, 1.45555)
H (-1.08280, -1.12832, 2.00565)
H (-3.16819, -0.05259, 2.37142)
H (-2.50819, 0.31412, 4.10028)
H (-2.98094, 4.41324, 4.16264)
C (0.20482, 2.88912, -4.17563)
N (0.52944, 1.48588, -4.40303)
C (1.42207, 1.40910, -5.55771)
P (-0.49317, 0.12088, -4.27455)
O (0.61086, -0.69802, -3.56198)
N (-1.44983, 0.12822, -2.79735)
C (-1.48296, 1.24853, -1.84442)
C (-1.20450, -1.05701, -1.91780)
N (-1.76242, 1.06233, -5.09374)
C (-2.76247, 1.97183, -4.53915)
C (-2.54488, 0.06782, -5.87024)
H (-0.38122, 3.31339, -4.99006)
H (1.12151, 3.49730, -4.10585)
H (-0.30499, 3.05513, -3.23037)
H (0.86871, 1.52341, -6.49456)
H (1.93456, 0.44030, -5.58169)
H (2.20900, 2.17135, -5.52201)
H (-0.49407, 1.49828, -1.45513)
H (-2.13501, 1.00700, -0.99070)
H (-1.93955, 2.15076, -2.23995)
H (-0.26838, -0.95293, -1.34734)
H (-1.15424, -1.98301, -2.49645)
H (-2.01448, -1.18867, -1.18918)
H (-3.46357, 1.47550, -3.85989)
H (-3.36241, 2.40611, -5.35074)
H (-2.33870, 2.84644, -4.04915)
H (-3.08927, -0.60515, -5.19633)
H (-1.88056, -0.53786, -6.49222)
H (-3.26777, 0.54294, -6.54174)
C (-7.28441, 0.64005, -0.67131)
N (-6.03924, -0.10354, -0.52037)
C (-4.92968, 0.82345, -0.73381)
P (-5.67558, -1.69092, -1.04330)
O (-4.94808, -2.01248, 0.28508)
N (-6.94112, -2.84435, -0.63666)
C (-8.23507, -2.47093, -0.04462)
C (-6.47528, -3.96024, 0.24446)
N (-6.51195, -1.32123, -2.57046)
C (-7.92623, -1.43765, -2.91844)
C (-5.80132, -2.11395, -3.60529)
H (-7.43075, 0.99553, -1.69060)
H (-7.28648, 1.53584, -0.02895)
H (-8.15444, 0.07306, -0.35108)
H (-4.78174, 1.02580, -1.79876)
H (-3.99853, 0.40437, -0.33490)
H (-5.08344, 1.77699, -0.21549)
H (-8.12579, -1.93725, 0.90146)
H (-8.84669, -3.36809, 0.13808)
H (-8.86912, -1.88543, -0.70348)
H (-6.38869, -3.63991, 1.29445)
H (-5.50595, -4.34891, -0.07826)
H (-7.17362, -4.80644, 0.22089)
H (-8.29406, -2.46839, -2.87886)
H (-8.08783, -1.08355, -3.94591)
H (-8.57887, -0.79568, -2.32974)
H (-5.96760, -3.18711, -3.45010)
H (-4.72552, -1.92589, -3.55707)
H (-6.12641, -1.85725, -4.61902)